1.
Molecular formula: C17H54N2O9PS8
Method: DFT, the ωB97M-V functional and the def2-TZVPD basis

Summary:
Net charge: -1
E_LUMO in Ha: 0.0553
2S+1: 1
Molecular weight in g/mol: 718.13
Maximum force in eV/Å: 1.335

Last columns: bonded neighbours and bond lengths (Å).
Cartesian coordinates (Å):
1 C -2.696 1.054 1.267  P2 1.856, H6 1.076, H7 1.079, H8 1.078
2 P -4.294 0.119 1.133  C1 1.856, O3 1.711, N4 1.619
3 O -4.026 -1.337 1.991  P2 1.711, H9 0.969
4 N -5.363 0.938 2.031  P2 1.619, N5 1.480
5 N -6.656 0.922 1.310  N4 1.480, H10 1.007, H11 1.011
6 H -2.220 0.981 0.305  C1 1.076
7 H -2.067 0.619 2.029  C1 1.079
8 H -2.855 2.102 1.466  C1 1.078
9 H -4.076 -2.060 1.347  O3 0.969
10 H -7.326 1.429 1.865  N5 1.007
11 H -6.580 1.369 0.406  N5 1.011
12 C 1.282 -1.401 1.803  S13 1.799, H16 1.089, H17 1.087, H18 1.091
13 S 1.552 -0.061 2.972  C12 1.799, O14 1.489, C15 1.793
14 O 0.311 0.761 3.014  S13 1.489
15 C 2.739 0.837 1.973  S13 1.793, H19 1.087, H20 1.090, H21 1.089
16 H 0.533 -2.071 2.221  C12 1.089
17 H 0.934 -1.002 0.853  C12 1.087
18 H 2.219 -1.942 1.661  C12 1.091
19 H 2.296 1.102 1.016  C15 1.087
20 H 3.625 0.223 1.809  C15 1.090
21 H 3.014 1.744 2.510  C15 1.089
22 C 2.502 -0.351 -3.490  S23 1.799, H26 1.088, H27 1.090, H28 1.086
23 S 3.076 -0.304 -1.786  C22 1.799, O24 1.489, C25 1.794
24 O 1.869 -0.116 -0.935  S23 1.489
25 C 3.888 1.291 -1.904  S23 1.794, H29 1.090, H30 1.090, H31 1.088
26 H 1.925 -1.265 -3.621  C22 1.088
27 H 1.867 0.515 -3.681  C22 1.090
28 H 3.362 -0.354 -4.152  C22 1.086
29 H 3.163 2.043 -2.215  C25 1.090
30 H 4.705 1.223 -2.623  C25 1.090
31 H 4.279 1.548 -0.922  C25 1.088
32 C 7.077 -1.273 -6.063  S33 1.797, H36 1.087, H37 1.090, H38 1.090
33 S 5.829 -1.861 -4.911  C32 1.797, O34 1.485, C35 1.796
34 O 5.637 -0.792 -3.898  S33 1.485
35 C 6.853 -3.122 -4.145  S33 1.796, H39 1.090, H40 1.090, H41 1.087
36 H 6.650 -0.440 -6.618  C32 1.087
37 H 7.954 -0.938 -5.511  C32 1.090
38 H 7.340 -2.076 -6.752  C32 1.090
39 H 7.745 -2.660 -3.723  C35 1.090
40 H 7.123 -3.870 -4.890  C35 1.090
41 H 6.268 -3.586 -3.354  C35 1.087
42 C 8.032 -0.965 0.749  S43 1.799, H46 1.087, H47 1.090, H48 1.090
43 S 6.919 0.245 1.480  C42 1.799, O44 1.481, C45 1.796
44 O 5.556 -0.082 1.003  S43 1.481
45 C 7.477 1.640 0.494  S43 1.796, H49 1.090, H50 1.090, H51 1.088
46 H 7.811 -1.931 1.196  C42 1.087
47 H 7.864 -1.008 -0.327  C42 1.090
48 H 9.064 -0.687 0.968  C42 1.090
49 H 7.345 1.412 -0.563  C45 1.090
50 H 8.524 1.846 0.718  C45 1.090
51 H 6.865 2.499 0.763  C45 1.088
52 C -5.970 -5.870 -0.785  S53 1.796, H56 1.088, H57 1.088, H58 1.087
53 S -4.626 -4.979 -1.574  C52 1.796, O54 1.485, C55 1.797
54 O -3.696 -4.552 -0.498  S53 1.485
55 C -5.611 -3.549 -2.038  S53 1.797, H59 1.090, H60 1.091, H61 1.087
56 H -5.564 -6.793 -0.375  C52 1.088
57 H -6.389 -5.265 0.016  C52 1.088
58 H -6.738 -6.106 -1.518  C52 1.087
59 H -6.062 -3.099 -1.153  C55 1.090
60 H -6.382 -3.861 -2.744  C55 1.091
61 H -4.954 -2.824 -2.512  C55 1.087
62 C 1.159 4.664 0.784  S63 1.789, H66 1.087, H67 1.091, H68 1.088
63 S 2.899 5.031 0.591  C62 1.789, O64 1.490, C65 1.798
64 O 3.578 3.715 0.427  S63 1.490
65 C 3.175 5.551 2.290  S63 1.798, H69 1.090, H70 1.090, H71 1.088
66 H 0.795 4.277 -0.165  C62 1.087
67 H 1.032 3.906 1.558  C62 1.091
68 H 0.615 5.572 1.038  C62 1.088
69 H 2.894 4.743 2.966  C65 1.090
70 H 2.580 6.442 2.490  C65 1.090
71 H 4.233 5.780 2.406  C65 1.088
72 C -2.763 8.314 1.060  S73 1.796, H76 1.087, H77 1.089, H78 1.090
73 S -1.026 8.741 0.896  C72 1.796, O74 1.485, C75 1.798
74 O -0.296 7.467 0.669  S73 1.485
75 C -0.776 9.183 2.621  S73 1.798, H79 1.090, H80 1.090, H81 1.088
76 H -3.111 7.961 0.093  C72 1.087
77 H -2.876 7.523 1.801  C72 1.089
78 H -3.326 9.199 1.353  C72 1.090
79 H -1.028 8.333 3.254  C75 1.090
80 H -1.398 10.043 2.867  C75 1.090
81 H 0.273 9.441 2.750  C75 1.088
82 C -9.162 -7.270 2.593  S83 1.796, H86 1.087, H87 1.089, H88 1.090
83 S -8.629 -7.997 1.039  C82 1.796, O84 1.483, C85 1.799
84 O -8.609 -6.903 0.039  S83 1.483
85 C -10.129 -8.947 0.749  S83 1.799, H89 1.090, H90 1.090, H91 1.087
86 H -8.377 -6.597 2.930  C82 1.087
87 H -10.084 -6.712 2.435  C82 1.089
88 H -9.310 -8.060 3.329  C82 1.090
89 H -10.985 -8.275 0.719  C85 1.090
90 H -10.248 -9.687 1.541  C85 1.090
91 H -10.023 -9.451 -0.209  C85 1.087

---

2.
Molecular formula: H3PS2
Method: DFT, the ωB97M-V functional and the def2-TZVPD basis

Summary:
Net charge: 0
E_LUMO in Ha: -0.0065
2S+1: 1
Energy above the lowest of the compared OMol25 structures with the same formula, charge and spin in kJ/mol: 62.58
Molecular weight in g/mol: 98.13
Maximum force in eV/Å: 2.103

Last columns: bonded neighbours and bond lengths (Å).
Cartesian coordinates (Å):
1 S 0.274 0.447 2.324  P2 1.958
2 P -0.100 0.481 0.402  S1 1.958, S3 2.257, H4 1.504, H5 1.408
3 S 0.584 -1.361 -0.710  P2 2.257, H6 1.325
4 H -1.572 0.540 0.100  P2 1.504
5 H 0.434 1.481 -0.434  P2 1.408
6 H 1.895 -1.553 -0.682  S3 1.325